A structure of composition C39H37IrN12O6S2. Source: the Open Molecules 2025 dataset; level of theory: wB97M-V/def2-TZVPD.

Summary:
- relative energy (zero: lowest compared OMol25 entry of this formula, charge and spin) (kJ/mol) = 0.0
- max |F| (eV Å⁻¹) = 0.78
- net charge = +1
- frontier orbital gap (alpha / beta) (Ha) = 0.290 / 0.196
- lowest unoccupied orbital energy (alpha / beta) (eV) = -2.64 / -5.14
- energy (hartree) = -3517.4496
- spin multiplicity = 2

Last column: Löwdin spin population.
CARTESIAN COORDINATES (ANGSTROEM)
Ir: 0.2235 0.6039 0.2113  0.297
N: -2.4868 -2.7313 -0.0446  -0.009
C: -1.7230 -1.6721 0.2918  0.024
S: -0.6401 -1.0504 -0.9857  0.439
N: -1.8259 -1.1227 1.4507  0.069
N: -1.0180 -0.0312 1.6796  -0.004
C: -0.9321 0.3286 2.9180  0.021
C: -0.1568 1.4225 3.4235  0.002
C: -0.0499 1.5480 4.8189  0.005
C: 0.6935 2.5564 5.3859  -0.001
C: 1.3584 3.4574 4.5509  0.007
C: 1.2747 3.3561 3.1766  0.000
C: 0.4943 2.3599 2.5823  0.009
O: 0.3263 2.3575 1.2710  0.019
H: -2.3841 -3.1802 -0.9349  0.000
H: -3.0830 -3.1477 0.6501  -0.001
H: -1.4904 -0.2792 3.6227  0.000
H: -0.5567 0.8249 5.4471  0.000
H: 0.7675 2.6450 6.4603  0.000
H: 1.9560 4.2522 4.9802  0.000
H: 1.8227 4.0279 2.5332  0.000
C: 3.9149 3.5502 -2.5202  0.000
N: 3.1518 2.3712 -2.1037  0.000
C: 1.8950 2.3181 -1.6955  0.000
N: 1.6400 1.1022 -1.2363  -0.001
C: 2.8247 0.4352 -1.3879  0.000
N: 3.7571 1.1782 -1.9150  0.000
C: 4.2542 4.4183 -1.3297  0.000
C: 5.5604 4.6607 -0.9365  0.000
C: 5.8164 5.4450 0.1856  0.000
C: 4.7777 5.9787 0.9275  0.000
C: 3.4639 5.7358 0.5306  0.000
C: 3.2157 4.9718 -0.5962  0.000
C: 2.3301 6.2415 1.2994  0.000
N: 2.3160 6.9182 2.3947  0.000
N: 0.9808 7.0918 2.7323  0.000
C: 0.2939 6.4997 1.8177  0.000
O: 1.0784 5.9417 0.8660  0.000
C: -1.1568 6.3513 1.7192  0.000
C: -1.9783 7.0782 2.5734  0.000
C: -3.3515 6.9184 2.4957  0.000
C: -3.9028 6.0274 1.5870  0.000
C: -3.0842 5.2928 0.7358  0.000
C: -3.7290 4.3084 -0.2210  0.000
N: -2.7877 3.2899 -0.6760  -0.001
C: -2.1737 2.3850 0.0701  -0.001
N: -1.2584 1.7760 -0.6714  0.021
C: -1.3837 2.3455 -1.9018  0.003
N: -2.2927 3.2849 -1.9315  0.001
C: -1.7093 5.4648 0.7977  0.000
H: 3.3130 4.1007 -3.2433  0.000
H: 4.8015 3.1727 -3.0221  0.000
H: 1.2111 3.1473 -1.7117  0.000
H: 2.9576 -0.5944 -1.0934  0.000
H: 6.3832 4.2326 -1.4955  0.000
H: 6.8389 5.6312 0.4849  0.000
H: 4.9679 6.5792 1.8068  0.000
H: 2.1873 4.8051 -0.8815  0.000
H: -1.5327 7.7577 3.2869  0.000
H: -3.9974 7.4815 3.1554  0.000
H: -4.9778 5.8954 1.5491  0.000
H: -4.1096 4.7859 -1.1222  0.000
H: -4.5597 3.8043 0.2726  0.000
H: -2.3529 2.2224 1.1187  0.000
H: -0.8086 2.0474 -2.7618  0.000
H: -1.0444 4.9011 0.1555  0.000
O: 3.0745 1.9312 1.0149  0.003
C: 2.8873 0.8863 1.6001  0.001
N: 1.8435 -0.0023 1.3711  0.013
S: 2.1024 -1.4539 2.1272  0.002
O: 0.9205 -1.8410 2.8491  0.000
O: 2.6790 -2.4074 1.2258  0.003
C: 3.3800 -0.8442 3.1709  0.001
C: 4.0467 -1.4947 4.1889  0.000
C: 5.1116 -0.8182 4.7716  0.000
C: 5.4943 0.4448 4.3236  0.000
C: 4.8196 1.0706 3.2841  0.000
C: 3.7498 0.4033 2.7174  0.000
H: 3.7516 -2.4807 4.5208  0.000
H: 5.6569 -1.2823 5.5823  0.000
H: 6.3336 0.9398 4.7936  0.000
H: 5.1044 2.0481 2.9183  0.000
C: 1.6387 -2.6182 -3.3065  0.002
C: 1.2151 -3.7350 -2.3771  0.002
O: 1.1349 -3.2290 -1.0541  0.064
C: 0.5833 -4.1709 -0.1382  0.002
C: 1.4451 -5.4040 0.0558  0.001
H: 1.5844 -2.9490 -4.3440  0.000
H: 2.6680 -2.3202 -3.1051  0.000
H: 0.9916 -1.7468 -3.1973  0.001
H: 1.9465 -4.5468 -2.4303  0.002
H: 0.2458 -4.1577 -2.6796  0.000
H: -0.4209 -4.4578 -0.4751  0.000
H: 0.4837 -3.6440 0.8091  0.000
H: 1.4579 -6.0465 -0.8244  0.000
H: 1.0520 -5.9914 0.8864  0.000
H: 2.4653 -5.1067 0.2996  0.000

=====

A structure of composition C39H37N5O2SSiZn in a non-equilibrium geometry. Source: the Open Molecules 2025 dataset; level of theory: wB97M-V/def2-TZVPD.

Summary:
- relative energy (zero: lowest compared OMol25 entry of this formula, charge and spin) (kJ/mol) = 0.0
- max |F| (eV Å⁻¹) = 4.81
- net charge = -2
- frontier orbital gap (Ha) = 0.157
- lowest unoccupied orbital energy (eV) = 4.00
- energy (hartree) = -4399.5911

Last column: Mulliken charge in e.
CARTESIAN COORDINATES (ANGSTROEM)
Zn: 9.7856 11.6368 11.6808  0.438
C: 14.3398 8.6955 16.3869  -1.095
Si: 12.6023 9.2289 15.7249  0.354
C: 11.4597 9.9906 17.0052  -1.017
C: 11.6807 7.6436 15.2283  -1.220
C: 12.7457 10.3614 14.1381  0.084
C: 13.9386 11.0254 13.8942  -0.124
C: 14.1429 11.9147 12.8288  -1.248
C: 13.0848 12.0096 11.9210  -0.219
N: 11.9559 11.3752 12.1637  -0.545
C: 11.7115 10.5963 13.1868  0.864
S: 10.0478 10.0131 13.2386  -0.528
H: 14.1785 7.7517 16.9410  0.305
H: 14.8169 9.4948 16.9844  0.305
H: 14.9956 8.4240 15.5281  0.306
H: 11.0480 9.2817 17.7610  0.314
H: 10.6926 10.6389 16.5650  0.303
H: 12.0566 10.7221 17.6255  0.291
H: 11.7818 6.8434 15.9791  0.368
H: 11.9896 7.0938 14.3315  0.388
H: 10.6257 7.7875 15.2297  0.340
H: 14.7927 10.8707 14.5333  0.309
H: 14.9956 12.6482 12.8193  0.273
H: 13.0874 12.6538 11.0516  0.650
O: 5.3898 17.0368 14.8656  -0.553
C: 5.9452 17.2417 13.6574  0.163
O: 5.9581 18.3420 13.1535  -0.648
C: 6.6986 16.0410 13.0772  0.403
C: 7.0982 16.1482 11.7330  -0.460
C: 7.8982 15.2027 11.1517  -1.179
C: 8.3516 13.9983 11.8798  2.473
C: 7.9581 14.0187 13.3642  -1.726
C: 7.0766 14.9489 13.8632  -0.302
N: 7.9624 12.6831 11.2732  0.026
C: 7.4765 12.4337 10.1289  -0.752
C: 8.0701 11.3246 9.3176  1.025
C: 7.2247 10.7234 8.3599  -0.986
C: 7.7938 9.7461 7.5723  -0.674
C: 9.0078 9.2372 7.8349  -1.067
C: 9.8706 9.7798 8.9189  1.658
N: 9.3075 10.9483 9.6211  -0.130
H: 4.7714 16.2133 14.9021  0.361
H: 6.9526 17.0890 11.1352  0.234
H: 8.3156 15.4410 10.1615  0.382
H: 8.1830 13.0715 13.8656  0.161
H: 6.6820 14.7745 14.8817  0.194
H: 6.7332 13.0107 9.6419  0.445
H: 6.1821 11.0719 8.2299  0.316
H: 7.2044 9.4155 6.6825  0.243
H: 9.4506 8.4522 7.2672  0.573
H: 11.1160 9.2314 10.5253  0.079
N: 9.8113 13.7347 12.0006  -0.209
C: 10.7219 14.6549 12.4088  -0.158
C: 11.7942 14.9978 11.5407  -0.314
C: 12.7844 15.9197 11.9437  -0.542
C: 12.5929 16.6691 13.1139  -0.653
C: 11.6073 16.2425 14.0477  -0.478
C: 10.6945 15.2731 13.7083  -0.249
H: 11.7692 14.4180 10.5758  0.526
H: 13.7365 15.9534 11.4236  0.342
H: 13.1606 17.5531 13.3698  0.344
H: 11.5542 16.6589 15.0364  0.400
H: 9.8834 15.0328 14.4618  0.240
C: 8.8537 5.2771 11.5379  -0.540
C: 8.0689 6.3885 11.3629  -0.504
C: 8.4975 7.5608 10.7532  0.274
C: 9.8088 7.6445 10.2689  -0.458
C: 10.6168 6.5062 10.4140  -0.342
C: 10.1250 5.3288 10.9564  -0.554
N: 10.4516 8.8240 9.8312  0.248
C: 11.0475 10.3933 8.1326  -0.753
C: 10.9339 11.6370 7.5304  0.177
C: 12.0358 12.3368 7.0711  -1.158
C: 13.2782 11.7578 7.1841  -0.214
C: 13.4475 10.5162 7.7440  -0.928
C: 12.3089 9.8328 8.2021  0.096
H: 8.4900 4.3405 11.9842  0.379
H: 7.0124 6.2579 11.6703  0.288
H: 7.8023 8.4250 10.8296  0.273
H: 11.6110 6.5344 9.9850  0.329
H: 10.8149 4.4845 11.0196  0.316
H: 9.9137 12.0533 7.4230  0.319
H: 11.8671 13.2729 6.5658  0.443
H: 14.2090 12.3236 6.9059  0.234
H: 14.4322 10.0439 7.8619  0.365
H: 12.4237 8.8029 8.5266  0.306